A structure of composition C9H22CuN2O5. Source: the Open Molecules 2025 dataset; level of theory: ωB97M-V/def2-TZVPD.

Geometry (Å):
Cu: -0.09808 0.31802 -1.22470
C: -0.70931 0.62940 -3.39891
O: 0.23846 1.49007 -3.01502
O: -1.84358 0.83162 -2.78108
O: -0.31018 -0.62270 -3.35946
C: 1.06311 2.25872 2.58962
C: 0.33217 1.54460 1.45697
C: -1.12761 1.95699 1.35145
O: -1.63971 1.41844 0.15521
C: -3.00835 1.71382 -0.01460
N: 0.98949 1.75033 0.14341
H: 0.84455 1.83490 3.57120
H: 0.77696 3.31402 2.67987
H: 2.14180 2.27322 2.43016
H: 0.39688 0.47727 1.68545
H: -1.13684 3.05656 1.34972
H: -1.71426 1.58798 2.19937
H: -3.22224 2.78523 -0.01374
H: -3.66293 1.19969 0.70238
H: -3.28668 1.32340 -0.99492
H: 1.98730 1.73187 0.34310
H: 0.86802 2.73044 -0.11981
C: -0.37354 -3.57888 0.77856
C: 0.16389 -2.17089 0.50879
C: 1.35341 -2.22127 -0.43350
O: 1.71351 -0.91214 -0.80412
C: 2.61621 -0.82432 -1.91012
N: -0.93485 -1.32846 -0.04724
H: -1.35305 -3.52442 1.25579
H: 0.28585 -4.15701 1.42860
H: -0.51815 -4.14251 -0.14637
H: 0.42836 -1.74248 1.47708
H: 1.08859 -2.83060 -1.30658
H: 2.19462 -2.70137 0.08112
H: 2.85261 0.22734 -2.03860
H: 2.14739 -1.24511 -2.79996
H: 3.54367 -1.36143 -1.67899
H: -1.43452 -1.85908 -0.76407
H: -1.65298 -1.23125 0.66392

Computed properties:
- F_max: 8.1 eV Å⁻¹
- Relative energy (zero: lowest compared OMol25 entry of this formula, charge and spin): 0.0635 eV
- Multiplicity: 2
- HOMO energy (alpha / beta): -7.02 / -6.90 eV



A cluster of 3 separate species, C9H22FNO8S2 in total. Source: the Open Molecules 2025 dataset; level of theory: ωB97M-V/def2-TZVPD.

Geometry (Å):
N: -1.99785 -4.81998 -5.47207
C: -2.33693 -3.67667 -4.73239
O: -3.13535 -3.62083 -3.91005
O: -1.63189 -2.58182 -5.10788
C: -0.57772 -2.29023 -4.18664
C: -1.07665 -1.22269 -3.22184
F: -0.03805 -0.55057 -2.67623
H: -1.39274 -5.43172 -4.94673
H: -2.82189 -5.30700 -5.78899
H: -0.26252 -3.16513 -3.62901
H: 0.25971 -1.89726 -4.73868
H: -1.68184 -1.68929 -2.46361
H: -1.66491 -0.54473 -3.81105
O: -2.88004 -0.59246 -0.38171
S: -3.38951 -0.28862 0.91946
O: -4.45728 0.64663 1.08073
O: -2.17644 0.13215 1.85561
C: -1.28625 1.16464 1.37943
C: -1.87939 2.54864 1.55236
C: -3.80451 -1.78343 1.75295
H: -1.01295 0.97636 0.34016
H: -0.38178 1.07668 1.97771
H: -2.73541 2.69851 0.89464
H: -1.13069 3.30562 1.31845
H: -2.22419 2.69311 2.57659
H: -2.96765 -2.47178 1.67489
H: -4.68248 -2.19532 1.26042
H: -4.02757 -1.55423 2.79144
O: 2.81214 0.71348 3.48303
S: 2.95109 2.05496 3.00840
O: 2.03065 2.58779 2.05252
O: 4.43480 2.26277 2.47332
C: 4.93893 1.31611 1.51043
C: 4.41590 1.58530 0.11297
C: 3.05259 3.15355 4.38049
H: 4.70818 0.29999 1.83392
H: 6.02127 1.42794 1.53283
H: 3.34597 1.39072 0.04597
H: 4.92430 0.94410 -0.60724
H: 4.57806 2.62710 -0.16321
H: 3.79284 2.77350 5.07887
H: 2.06994 3.18098 4.84601
H: 3.32589 4.14123 4.01887

Computed properties:
- F_max: 5.1 eV Å⁻¹
- Relative energy (zero: lowest compared OMol25 entry of this formula, charge and spin): 0.2783 eV
- SMILES: CCOS(C)(=O)=O.CCOS(C)(=O)=O.NC(=O)OCCF
- HOMO energy: -9.79 eV



A structure of composition C9H22N2NiO2P2. Source: the Open Molecules 2025 dataset; level of theory: ωB97M-V/def2-TZVPD.

Geometry (Å):
Ni: -0.12652 0.00742 -0.25323
P: -0.31984 -1.65522 1.42312
P: -2.09444 0.64765 -0.58399
N: 1.67949 -0.68006 -0.35078
N: 0.25713 0.55569 -2.03839
H: 3.11234 -1.03950 -1.84097
H: 2.08872 1.32457 -2.83153
H: 3.22959 0.56625 -1.10016
C: 2.50493 -0.20233 -1.44592
H: 1.62336 -0.27973 -3.38082
C: 1.62433 0.39146 -2.52232
H: 3.24727 -1.90673 0.44610
H: -0.52963 1.00242 -3.92475
C: 2.14411 -1.91585 0.21949
C: -0.75456 0.82493 -2.86174
H: 1.70739 -1.26125 2.22508
C: 1.40507 -2.07584 1.56226
H: 1.66029 -3.02201 2.03128
H: -3.13906 -0.29550 -0.38049
H: -2.55627 1.88716 -0.06978
H: -0.91867 -1.79788 2.66949
H: -0.61569 -0.18136 1.21794
O: -1.39304 -2.79642 0.65919
C: -1.08166 -3.68424 -0.27314
C: -0.20276 -4.83716 0.10357
C: -1.04967 -3.28368 -1.70908
H: 2.15802 -2.74904 -0.50958
H: 0.50700 -4.66251 0.91872
H: -0.77768 -5.75098 0.38355
H: 0.38564 -5.12916 -0.77496
H: -0.90665 -2.21675 -1.90818
H: -0.23363 -3.83517 -2.19575
H: -1.96394 -3.56933 -2.27321
C: -2.04498 0.89904 -2.34574
H: -2.90083 1.10016 -2.99019
O: 0.85860 2.99727 1.06472
H: 1.61182 2.82557 1.67298
H: 0.21473 3.47107 1.61005

Computed properties:
- F_max: 2.8 eV Å⁻¹
- Net charge: +1
- Relative energy (zero: lowest compared OMol25 entry of this formula, charge and spin): 2.6097 eV
- Multiplicity: 4
- HOMO energy (alpha / beta): -10.42 / -10.26 eV